Entry from the Open Molecules 2025 dataset: a structure of composition C3HCuO (wB97M-V/def2-TZVPD).

Its energy is -1830.12964 Eh. The HOMO energy (spin up / spin down) is -14.43 / -15.61 eV. The spin multiplicity is 2. Its total charge is +1.

```
6
Properties=species:S:1:pos:R:3:nbo_charge:R:1
Cu 2.12487 0.04441 0.08501 0.97
O 0.51407 -0.37799 0.27596 -0.76
C -0.66909 -0.05710 -0.02217 0.50
C -1.62722 0.31521 -0.90749 0.08
C -2.24739 -0.03938 0.27920 -0.08
H -3.01775 0.49479 0.84790 0.29
```